Entry 1:
Below is 3 unconnected molecules or ions with the total composition C17H26Cl2NO6S2 at a distorted geometry, with properties calculated with ωB97M-V/def2-TZVPD.

Geometry as ORCA input:
```
! wB97M-V def2-TZVPD RIJCOSX def2/J DEFGRID3
* xyz 1 1
C -0.7109 7.3704 2.8186
C 0.4702 6.5132 2.4074
Cl 0.2358 5.8415 0.7718
C 0.9013 5.4519 3.4815
Cl -0.3456 5.0355 4.6635
C 1.5500 4.2239 2.8925
C 2.9075 4.3085 2.6529
N 3.5860 3.2995 2.0783
C 2.9862 2.1549 1.7425
C 1.6359 1.9856 1.9715
C 0.9117 3.0201 2.5374
C -0.5486 2.7422 2.8098
O -0.8460 2.0390 3.7079
O -1.4762 3.3085 2.0233
H -0.6685 7.6170 3.8718
H -1.6555 6.9217 2.5357
H -0.6273 8.3101 2.2781
H 1.3186 7.1808 2.3112
H 1.6738 5.9698 4.0383
H 3.4511 5.2073 2.8904
H 4.5734 3.4179 1.8950
H 3.5831 1.3817 1.2876
H 1.1915 1.0385 1.7194
H -1.2452 3.2184 1.0889
C 1.3141 -3.0738 -0.9827
C 0.6314 -2.0250 -1.8667
C 1.0836 -0.6443 -1.3666
S 2.7111 -0.8853 -0.6457
O 2.6431 -0.6074 0.7806
O 3.7117 -0.2313 -1.4512
C 2.7786 -2.6522 -0.8834
H 1.2182 -4.0740 -1.3997
H 0.8572 -3.0777 0.0095
H 0.9428 -2.1603 -2.9021
H -0.4435 -2.1152 -1.8394
H 1.1617 0.0849 -2.1695
H 0.4249 -0.2663 -0.5851
H 3.3142 -3.1083 -0.0536
H 3.3101 -2.8310 -1.8173
C -3.6153 -6.5594 -2.7151
C -4.3085 -5.5196 -3.6054
C -3.8744 -4.1324 -3.1139
S -2.2464 -4.3491 -2.3854
O -2.3173 -4.0646 -0.9728
O -1.2584 -3.7101 -3.2232
C -2.1574 -6.1200 -2.6207
H -3.7009 -7.5643 -3.1242
H -4.0688 -6.5606 -1.7219
H -3.9932 -5.6587 -4.6410
H -5.3916 -5.6213 -3.5772
H -3.8020 -3.4100 -3.9228
H -4.5336 -3.7534 -2.3353
H -1.6179 -6.5669 -1.7887
H -1.6259 -6.3002 -3.5547
*
```

Computed properties:
HOMO energy (eV): -12.3988
Orbital gap (eV): 8.204
Maximum force (hartree/bohr): 0.0224
E (a.u.): -2886.09830
LUMO (eV): -4.19

Atom charges from the Löwdin analysis, given in e for atoms 1 to 5: C -0.14; C -0.71; Cl 0.69; C -0.62; Cl 0.79



Entry 2:
Below is 2 unconnected molecules or ions with the total composition C3H6ClNO2 at a distorted geometry, with properties calculated with ωB97M-V/def2-TZVPD.

Geometry as ORCA input:
```
! wB97M-V def2-TZVPD RIJCOSX def2/J DEFGRID3
* xyz 0 1
C 0.1347 0.0165 1.0667
C 0.5207 -0.3566 -0.1562
C -0.2497 -0.4844 -1.4765
N 1.6960 -1.1919 -0.2475
O 2.1170 -1.4454 -1.3816
O 2.2024 -1.7386 0.7111
H 0.8462 -0.1474 1.9156
H -0.8460 0.4722 1.1828
H -0.9159 0.3235 -1.6893
H -0.5024 -1.5542 -1.4319
H 0.3985 -0.5865 -2.3129
Cl 2.9548 1.3239 0.8815
H 4.3128 2.1661 0.4589
*
```

Computed properties:
HOMO energy (eV): -10.4704
ΔE to the lowest compared entry with this formula, charge and spin (eV): 5.6020
Orbital gap (eV): 9.793
Maximum force (hartree/bohr): 0.1004
E (a.u.): -783.14710
LUMO (eV): -0.68

Atom charges from the Löwdin analysis, given in e for atoms 1 to 5: C 0.06; C -0.32; C -0.02; N -0.42; O 0.04



Entry 3:
Below is a single C4H9NO molecule, with properties calculated with ωB97M-V/def2-TZVPD.

Geometry as ORCA input:
```
! wB97M-V def2-TZVPD RIJCOSX def2/J DEFGRID3
* xyz 0 1
C -2.0596 0.5111 0.0724
C -1.1459 -0.5170 -0.5999
N 0.2510 -0.1335 -0.7891
C 1.0749 0.0317 0.3580
C 2.5138 -0.1933 0.2334
O 1.6805 -1.1092 0.9330
H -3.0873 0.1331 0.1345
H -2.0866 1.4484 -0.4969
H -1.7287 0.7404 1.0909
H -1.1521 -1.4561 -0.0368
H -1.5393 -0.7528 -1.5965
H 0.3211 0.7072 -1.3542
H 0.7784 0.7402 1.1403
H 3.1722 0.4502 0.8165
H 2.9395 -0.6080 -0.6772
*
```

Computed properties:
HOMO energy (eV): -9.2234
ΔE to the lowest compared entry with this formula, charge and spin (eV): 2.3005
Orbital gap (eV): 10.333
Maximum force (hartree/bohr): 0.0072
E (a.u.): -287.74791
LUMO (eV): 1.11

Atom charges from the Löwdin analysis, given in e for atoms 1 to 5: C -0.10; C -0.27; N -0.02; C -0.38; C -0.11



Entry 4:
Below is a molecular structure, C4H7IrO3 at a distorted geometry, with properties calculated with ωB97M-V/def2-TZVPD.

Geometry as ORCA input:
```
! wB97M-V def2-TZVPD RIJCOSX def2/J DEFGRID3
* xyz 2 5
O -1.5415 -2.5003 -0.1851
C -1.8476 -2.9256 0.9153
H -2.3837 -3.8837 1.0055
H -1.5598 -2.3900 1.8360
O 0.2192 0.1957 -1.8092
C 0.8098 1.4047 -1.5591
C 1.1892 1.6724 -0.1235
O 1.8559 0.7299 0.6165
C 0.4793 0.7551 1.0412
Ir -0.5064 -1.0807 -0.8573
H 0.1655 2.2678 -1.8354
H 1.7520 1.5349 -2.1350
H 1.4868 2.7060 0.0927
H -0.5901 0.6146 0.8710
H 0.4714 0.8991 2.1265
*
```

Computed properties:
HOMO energy (alpha / beta) (eV): -18.7934 / -18.6773
ΔE to the lowest compared entry with this formula, charge and spin (eV): 1.7465
Orbital gap (alpha / beta) (eV): 9.350 / 6.523
Maximum force (hartree/bohr): 0.0666
E (a.u.): -485.63042
LUMO (alpha / beta) (eV): -9.44 / -12.15

Atom charges from the Löwdin analysis, given in e for atoms 1 to 5: O -0.24; C 0.10; H 0.15; H 0.13; O -0.31



Repeat the first record exactly.
Below is 3 unconnected molecules or ions with the total composition C17H26Cl2NO6S2 at a distorted geometry, with properties calculated with ωB97M-V/def2-TZVPD.

Geometry as ORCA input:
```
! wB97M-V def2-TZVPD RIJCOSX def2/J DEFGRID3
* xyz 1 1
C -0.7109 7.3704 2.8186
C 0.4702 6.5132 2.4074
Cl 0.2358 5.8415 0.7718
C 0.9013 5.4519 3.4815
Cl -0.3456 5.0355 4.6635
C 1.5500 4.2239 2.8925
C 2.9075 4.3085 2.6529
N 3.5860 3.2995 2.0783
C 2.9862 2.1549 1.7425
C 1.6359 1.9856 1.9715
C 0.9117 3.0201 2.5374
C -0.5486 2.7422 2.8098
O -0.8460 2.0390 3.7079
O -1.4762 3.3085 2.0233
H -0.6685 7.6170 3.8718
H -1.6555 6.9217 2.5357
H -0.6273 8.3101 2.2781
H 1.3186 7.1808 2.3112
H 1.6738 5.9698 4.0383
H 3.4511 5.2073 2.8904
H 4.5734 3.4179 1.8950
H 3.5831 1.3817 1.2876
H 1.1915 1.0385 1.7194
H -1.2452 3.2184 1.0889
C 1.3141 -3.0738 -0.9827
C 0.6314 -2.0250 -1.8667
C 1.0836 -0.6443 -1.3666
S 2.7111 -0.8853 -0.6457
O 2.6431 -0.6074 0.7806
O 3.7117 -0.2313 -1.4512
C 2.7786 -2.6522 -0.8834
H 1.2182 -4.0740 -1.3997
H 0.8572 -3.0777 0.0095
H 0.9428 -2.1603 -2.9021
H -0.4435 -2.1152 -1.8394
H 1.1617 0.0849 -2.1695
H 0.4249 -0.2663 -0.5851
H 3.3142 -3.1083 -0.0536
H 3.3101 -2.8310 -1.8173
C -3.6153 -6.5594 -2.7151
C -4.3085 -5.5196 -3.6054
C -3.8744 -4.1324 -3.1139
S -2.2464 -4.3491 -2.3854
O -2.3173 -4.0646 -0.9728
O -1.2584 -3.7101 -3.2232
C -2.1574 -6.1200 -2.6207
H -3.7009 -7.5643 -3.1242
H -4.0688 -6.5606 -1.7219
H -3.9932 -5.6587 -4.6410
H -5.3916 -5.6213 -3.5772
H -3.8020 -3.4100 -3.9228
H -4.5336 -3.7534 -2.3353
H -1.6179 -6.5669 -1.7887
H -1.6259 -6.3002 -3.5547
*
```

Computed properties:
HOMO energy (eV): -12.3988
Orbital gap (eV): 8.204
Maximum force (hartree/bohr): 0.0224
E (a.u.): -2886.09830
LUMO (eV): -4.19

Atom charges from the Löwdin analysis, given in e for atoms 1 to 5: C -0.14; C -0.71; Cl 0.69; C -0.62; Cl 0.79



Question: What is the formula in the fourth record?
Answer: C4H7IrO3